w) A 2-piece molecular cluster, C17H19N overall. Source: the Open Molecules 2025 dataset; level of theory: the ωB97M-V functional and the def2-TZVPD basis.

Properties
* charge: 0
* E_LUMO: 0.0323 Eh
* orbital gap: 8.476 eV
* SMILES: Cc1c[nH]c2ccccc12.CCc1ccccc1

Each line ends with the natural charge from an NBO analysis.
Geometry (Å):
C1 2.715 -0.972 0.658  -0.634
C2 0.564 -2.160 0.552  -0.006
C3 1.803 -1.966 1.184  -0.124
C4 0.160 -3.539 1.013  0.145
C5 2.007 -3.090 1.976  -0.023
C6 -0.297 -1.587 -0.320  -0.242
C7 -1.624 -2.047 -0.571  -0.236
C8 -2.057 -3.124 0.126  -0.235
C9 -1.146 -3.888 0.817  -0.248
N1 1.062 -4.103 1.837  -0.528
H1 0.132 -0.796 -1.073  0.213
H2 -2.177 -1.479 -1.381  0.220
H3 -3.033 -3.634 0.129  0.215
H4 2.355 -0.040 0.218  0.231
H5 3.454 -1.493 -0.066  0.216
H6 2.794 -3.067 2.680  0.202
H7 1.299 -4.944 2.197  0.417
H8 -1.604 -4.743 1.332  0.201
H9 3.279 -0.644 1.499  0.215
C10 -2.004 3.202 -2.102  -0.428
C11 -1.947 4.630 -2.472  -0.613
C12 -0.792 3.108 -1.195  0.028
C13 0.438 2.534 -1.687  -0.249
C14 -1.050 3.483 0.097  -0.228
C15 1.344 2.224 -0.733  -0.206
C16 -0.088 3.185 1.021  -0.188
C17 1.068 2.478 0.617  -0.235
H10 -3.112 3.127 -1.606  0.206
H11 -2.027 2.597 -2.970  0.216
H12 -1.983 5.389 -1.747  0.213
H13 0.435 2.491 -2.791  0.226
H14 -1.950 3.906 0.488  0.216
H15 2.365 1.773 -1.071  0.216
H16 -0.249 3.293 2.032  0.205
H17 1.804 2.150 1.462  0.217
H18 -2.760 5.110 -3.053  0.205
H19 -1.014 4.900 -3.027  0.199

=====

x) A 2-piece molecular cluster, C17H19N overall. Source: the Open Molecules 2025 dataset; level of theory: the ωB97M-V functional and the def2-TZVPD basis.

Properties
* charge: 0
* E_LUMO: 0.0317 Eh
* orbital gap: 8.769 eV
* SMILES: CCc1c[nH]c2ccccc12.Cc1ccccc1

Each line ends with the natural charge from an NBO analysis.
Geometry (Å):
C1 3.361 2.987 1.736  -0.631
C2 2.173 0.531 -1.019  -0.208
C3 3.426 0.132 -1.463  -0.225
C4 2.146 1.220 0.196  -0.214
C5 3.244 1.987 0.562  -0.009
C6 4.578 0.674 -0.943  -0.212
C7 4.489 1.746 -0.041  -0.217
H1 1.219 0.059 -1.242  0.220
H2 3.465 -0.635 -2.231  0.212
H3 1.276 1.240 0.834  0.212
H4 5.502 0.263 -1.336  0.212
H5 2.605 2.716 2.481  0.211
H6 3.159 4.008 1.424  0.220
H7 5.302 2.435 0.078  0.210
H8 4.301 2.800 2.219  0.217
C8 -1.642 -3.159 -0.971  -0.425
C9 -0.151 -3.242 -1.410  -0.593
C10 -2.029 -1.733 -0.893  -0.075
C11 -1.967 -0.797 -1.872  -0.050
C12 -2.308 -1.008 0.329  -0.097
C13 -2.512 0.358 -0.029  0.130
C14 -2.641 -1.433 1.659  -0.189
C15 -2.639 1.350 0.990  -0.243
C16 -3.095 -0.492 2.514  -0.236
C17 -2.923 0.899 2.235  -0.214
N1 -2.398 0.426 -1.394  -0.521
H9 -2.292 -3.515 -1.801  0.204
H10 -1.842 -3.867 -0.174  0.223
H11 0.068 -2.744 -2.344  0.208
H12 -1.924 -0.886 -2.942  0.208
H13 -2.543 1.313 -1.837  0.413
H14 -2.378 -2.447 1.932  0.213
H15 -2.435 2.394 0.818  0.214
H16 -3.423 -0.755 3.514  0.207
H17 -2.961 1.510 3.127  0.214
H18 0.182 -4.285 -1.422  0.203
H19 0.356 -2.811 -0.539  0.207

=====

It turns out x) is the most stable, with the second structure 211.9 kJ/mol higher.